No. 1
Computed, not measured: a 11-piece molecular cluster, C59H125N6O15 overall at a distorted geometry, with wB97M-V/def2-TZVPD.

Element x y z (Å)
C: -6.937514 -0.299035 -4.074301
C: -6.101034 0.885525 -3.707001
C: -5.296834 1.470265 -4.895451
N: -4.249344 2.547835 -4.571871
C: -3.482794 2.855015 -5.937281
C: -2.246784 3.723495 -5.724831
C: -1.357644 3.238995 -4.589561
C: -2.085734 3.058615 -3.301641
C: -3.309754 2.206305 -3.416201
C: -5.025094 3.872045 -4.269671
H: -7.765904 -0.086955 -4.750231
H: -7.316314 -0.589505 -3.094391
H: -6.330394 -1.100785 -4.494681
H: -5.458124 0.529455 -2.902031
H: -6.673904 1.704085 -3.271241
H: -5.922274 1.966175 -5.637751
H: -4.686704 0.703885 -5.373461
H: -3.186174 1.870185 -6.298161
H: -4.137094 3.193135 -6.740821
H: -1.716684 3.798195 -6.674311
H: -2.641834 4.730595 -5.591511
H: -1.109504 2.254175 -4.985371
H: -0.499104 3.906905 -4.519501
H: -1.347054 2.797425 -2.543861
H: -2.407444 4.041795 -2.958181
H: -2.994764 1.189495 -3.650691
H: -3.883934 2.269655 -2.491861
H: -4.294754 4.667665 -4.122391
H: -5.688944 3.690005 -3.424531
H: -5.592964 4.058955 -5.181101
C: 4.868296 -2.068205 7.361809
C: 4.536576 -2.119375 5.865419
C: 3.100696 -2.716615 5.595829
N: 2.591166 -2.499695 4.125669
C: 3.550416 -3.086615 3.109959
C: 3.000236 -3.095295 1.645729
C: 1.707136 -3.955165 1.604849
C: 0.710166 -3.401545 2.650839
C: 1.280356 -3.332255 4.033569
C: 2.287876 -1.014955 3.850029
H: 4.670616 -3.041085 7.811839
H: 4.287496 -1.285145 7.849239
H: 5.927036 -1.855575 7.510019
H: 5.197196 -2.871925 5.434889
H: 4.605656 -1.157505 5.357369
H: 2.345446 -2.223355 6.207709
H: 3.175596 -3.800255 5.686509
H: 3.805486 -4.108385 3.391069
H: 4.451246 -2.486185 3.236739
H: 3.814276 -3.340135 0.963459
H: 2.781516 -2.051135 1.422129
H: 1.917506 -5.007705 1.794589
H: 1.250466 -3.961275 0.615149
H: -0.188744 -4.018015 2.655759
H: 0.347416 -2.421815 2.339969
H: 1.552236 -4.361525 4.267639
H: 0.710786 -2.933815 4.873169
H: 3.230486 -0.468025 3.871649
H: 1.691716 -0.582425 4.653529
H: 1.745106 -0.790845 2.931729
C: -2.722134 -3.011295 4.000709
C: -2.540444 -1.778965 4.916469
C: -1.676574 -0.705905 4.377919
N: -1.675854 0.591555 5.186909
C: -1.015484 1.641695 4.290329
C: -1.079374 3.080315 4.926079
C: -2.524914 3.508295 5.311959
C: -3.230754 2.404855 6.158239
C: -3.173104 1.123295 5.333689
C: -0.866134 0.328745 6.463609
H: -2.963404 -2.740435 2.972829
H: -3.528584 -3.623395 4.404519
H: -1.820774 -3.622545 4.045509
H: -2.187844 -2.074585 5.904589
H: -3.589614 -1.497455 5.006379
H: -2.111814 -0.411125 3.423039
H: -0.626094 -0.903355 4.164399
H: -1.747134 1.519475 3.491669
H: -0.049734 1.249615 3.971409
H: -0.509154 3.784475 4.320179
H: -0.551194 3.090245 5.879509
H: -3.011814 3.728715 4.361989
H: -2.471324 4.443035 5.870079
H: -4.258414 2.665865 6.411019
H: -2.845624 2.297375 7.172259
H: -3.624074 1.179015 4.342929
H: -3.766304 0.378845 5.864739
H: -1.196054 -0.605145 6.918699
H: -1.136814 1.138035 7.141759
H: 0.219476 0.255985 6.398299
C: -2.299074 -6.246055 -5.104731
C: -1.819504 -5.557505 -3.914151
C: -2.792814 -4.387255 -3.715491
N: -2.377714 -3.389435 -2.559831
C: -2.179714 -4.153675 -1.157991
C: -2.047574 -3.154865 0.012419
C: -3.254244 -2.190835 0.062429
C: -3.408264 -1.463155 -1.236561
C: -3.592454 -2.440175 -2.439631
C: -1.025174 -2.651065 -2.945221
H: -2.257054 -5.589155 -5.973541
H: -3.338584 -6.548675 -4.978481
H: -1.680214 -7.125455 -5.282961
H: -0.784644 -5.222495 -3.984291
H: -1.930954 -6.315805 -3.139131
H: -3.763124 -4.741945 -3.367951
H: -3.065904 -3.804455 -4.595191
H: -3.080334 -4.738225 -0.970121
H: -1.320444 -4.808395 -1.303221
H: -2.025924 -3.796275 0.893459
H: -1.113214 -2.609655 0.145969
H: -4.130714 -2.783295 0.324919
H: -3.184664 -1.518455 0.917509
H: -4.226754 -0.750005 -1.138611
H: -2.580124 -0.840865 -1.575721
H: -4.532264 -2.978525 -2.316971
H: -3.674004 -1.805775 -3.322231
H: -0.493064 -2.245595 -2.084671
H: -1.294884 -1.915155 -3.702711
H: -0.393884 -3.345525 -3.499581
C: 5.137576 0.148275 1.492979
C: 4.588216 1.539625 1.104119
C: 3.188766 1.895365 1.725259
N: 2.579496 3.210665 1.222849
C: 1.161266 3.198575 1.832169
C: 0.170246 4.234975 1.259179
C: 0.167366 4.349385 -0.250911
C: 1.570206 4.316095 -0.889831
C: 2.490836 3.186315 -0.340981
C: 3.433276 4.459795 1.685239
H: 6.010126 -0.171695 0.923439
H: 4.315086 -0.531185 1.269479
H: 5.332166 0.025175 2.558379
H: 4.469496 1.473895 0.022599
H: 5.334046 2.253965 1.452799
H: 3.352036 1.970945 2.800309
H: 2.481046 1.094625 1.510659
H: 0.819506 2.202935 1.549329
H: 1.253856 3.344335 2.908409
H: -0.800764 3.861125 1.583949
H: 0.291106 5.240585 1.661969
H: -0.420164 3.536695 -0.678051
H: -0.311104 5.263715 -0.601861
H: 1.399356 4.213035 -1.961411
H: 2.147346 5.228455 -0.739481
H: 2.043526 2.235665 -0.631291
H: 3.441056 3.418155 -0.822061
H: 2.911766 5.371465 1.393719
H: 4.401676 4.491945 1.185969
H: 3.563746 4.462015 2.767399
C: 5.999046 -3.260555 -4.571371
C: 5.703146 -1.898275 -3.999221
C: 4.185496 -1.609065 -4.373301
N: 3.455086 -0.409305 -3.708611
C: 4.026316 0.838045 -4.480341
C: 3.352556 2.168625 -4.086051
C: 1.840396 2.044085 -4.335901
C: 1.278176 0.788035 -3.662081
C: 1.959406 -0.551885 -3.957081
C: 3.726226 -0.257785 -2.206001
H: 5.749616 -3.421545 -5.620161
H: 5.565406 -4.153075 -4.120291
H: 7.076276 -3.389795 -4.466621
H: 6.368816 -1.196305 -4.501441
H: 6.005616 -1.738355 -2.964311
H: 3.538626 -2.390035 -3.973631
H: 4.100566 -1.522315 -5.456521
H: 3.976126 0.678475 -5.557431
H: 5.076316 0.965595 -4.217011
H: 3.881256 2.889305 -4.709901
H: 3.554076 2.593135 -3.102551
H: 1.627606 2.101595 -5.403381
H: 1.335926 2.976375 -4.082061
H: 0.237086 0.653965 -3.955771
H: 1.251096 1.038875 -2.601681
H: 1.935306 -0.754895 -5.027741
H: 1.559226 -1.390595 -3.387401
H: 4.795046 -0.058625 -2.283781
H: 3.572316 -1.172775 -1.633991
H: 3.200996 0.644935 -1.894011
O: -3.039634 5.065395 0.195649
C: -3.951474 5.140965 -0.748721
O: -4.528614 4.115735 -1.060011
O: -4.090924 6.248905 -1.262551
H: -3.203784 4.126395 0.309359
O: 2.951326 -3.404445 -1.772851
C: 2.481106 -4.613225 -2.158801
O: 1.210596 -4.708415 -2.093071
O: 3.231216 -5.461195 -2.623761
H: 2.105896 -3.096975 -1.437721
O: 3.774886 1.099655 6.386109
C: 3.310386 2.043335 5.540869
O: 4.163756 2.844135 5.091359
O: 2.121996 1.986915 5.134779
H: 4.712206 1.292355 6.462819
O: -4.904384 1.524365 0.060289
C: -4.262034 1.510705 1.193419
O: -4.620194 0.742495 2.058159
O: -3.320284 2.253825 1.286229
H: -4.661124 2.384205 -0.290551
O: -0.745574 0.727495 -0.567081
C: 0.088076 -0.038145 0.098759
O: 0.972286 -0.669615 -0.489771
O: -0.137334 -0.167795 1.289819
H: -1.370464 0.906915 0.139259

Cartesian forces (eV/Å) of the 2 atoms listed first:
-0.468 -0.047 0.225
1.183 1.397 -0.435

## Properties
Maximum force ... 5.75 eV/A
Total charge ... +1
E_LUMO ... -2.14 eV
HOMO energy ... -8.381 eV

---

No. 2
Computed, not measured: C3H7BO as an isolated structure at a distorted geometry, with wB97M-V/def2-TZVPD.

Element x y z (Å)
B: 1.080763 -1.259458 2.209857
C: -1.161175 0.300600 -0.809369
C: -0.770920 -0.746273 -1.129662
C: -1.738351 1.575683 -0.590419
O: 0.176298 -1.024457 1.463595
H: 3.339764 -0.494265 -0.444227
H: 1.942764 -1.512270 2.865382
H: 3.053713 -1.189979 -0.668608
H: -0.205054 -1.519925 -1.419575
H: -1.680328 1.851861 0.471179
H: -1.212465 2.439639 -1.058452
H: -2.825008 1.578845 -0.889701

Cartesian forces (eV/Å) of the 2 atoms listed first:
-1.030 0.219 -0.965
-1.227 2.790 0.051

## Properties
Maximum force ... 3.05 eV/A
E_LUMO ... 0.74 eV
HOMO energy ... -9.403 eV
Relative energy (zero: lowest compared OMol25 entry of this formula, charge and spin) ... 227.4 kJ/mol

---

No. 3
Computed, not measured: a 2-piece molecular cluster, C4H12N2O2 overall at a distorted geometry, with wB97M-V/def2-TZVPD.

Element x y z (Å)
O: -1.758169 -3.359418 0.047499
C: -1.111266 -2.511771 -0.548587
N: -1.696811 -1.274263 -0.825571
C: -1.111992 -0.183703 -1.631593
C: -0.853726 1.031395 -0.635345
C: 0.438212 0.855591 0.254463
N: 1.389536 1.731946 -0.334463
H: -0.108887 -2.450305 -0.557201
H: -2.725500 -1.329593 -0.889111
H: -0.098794 -0.321840 -1.883482
H: -1.820552 0.121638 -2.582841
H: -1.600671 0.976953 0.189161
H: -1.058773 1.989588 -1.110773
H: 0.772670 -0.130850 0.117918
H: 0.332096 1.002252 1.452659
H: 2.158637 1.778260 0.217528
H: 1.253520 2.697838 -0.552155
H: 3.016827 -0.547671 2.631055
H: 2.112728 -0.257030 3.682078
O: 2.470916 0.180984 2.958761

Cartesian forces (eV/Å) of the 2 atoms listed first:
0.688 -0.255 -1.050
-5.135 1.723 2.161

## Properties
Maximum force ... 5.83 eV/A
Structure (SMILES) ... NCCCNC=O.O
E_LUMO ... 0.64 eV
HOMO energy ... -9.069 eV
Relative energy (zero: lowest compared OMol25 entry of this formula, charge and spin) ... 327.7 kJ/mol

---

No. 4
Computed, not measured: a 4-piece molecular cluster, C18H41N3O6P overall at a distorted geometry, with wB97M-V/def2-TZVPD.

Element x y z (Å)
C: 4.897888 -1.184458 0.486172
C: 3.310104 -1.344382 0.809840
O: 2.460202 -0.889957 -0.309882
C: 1.453770 -0.066708 0.313791
C: 0.262479 -0.755483 1.026025
C: 0.070679 -2.348224 1.063400
C: -0.841830 -2.798137 -0.193373
C: -0.425838 -2.050514 -1.578166
O: -2.261893 -2.561594 -0.010324
C: -0.838067 0.118280 1.760985
C: -2.068922 -0.547362 2.555211
C: -0.624387 1.686993 1.655239
C: -1.674563 2.664637 2.356659
C: -2.964250 3.014543 1.468496
C: -3.857746 1.753003 1.039395
C: -2.648893 3.852467 0.128043
C: 0.636734 2.237889 0.894370
N: 0.836836 3.711854 0.824842
N: 1.644542 1.394438 0.269620
P: 3.123343 1.969319 -0.564001
N: 3.928332 3.221225 0.437882
O: 2.747528 2.796412 -2.021978
H: 5.373490 -0.605863 1.349663
H: 5.015673 -0.674464 -0.534711
H: 5.404112 -2.225410 0.472472
H: 3.013652 -0.828001 1.800433
H: 3.157767 -2.475744 1.010826
H: -0.314655 -2.711071 2.075022
H: 1.093188 -2.869287 0.904353
H: -0.694132 -3.922858 -0.403556
H: -0.623421 -0.924530 -1.553881
H: -1.111980 -2.498157 -2.382688
H: 0.681117 -2.198266 -1.843030
H: -2.741384 -3.418746 0.053943
H: -2.832320 -1.044687 1.869095
H: -1.678012 -1.294927 3.345847
H: -2.635644 0.275657 3.139793
H: -1.904751 2.234127 3.393773
H: -1.122577 3.665247 2.538050
H: -3.631420 3.703744 2.121392
H: -3.180898 0.948585 0.555128
H: -4.637916 2.042720 0.240198
H: -4.416170 1.241020 1.895020
H: -2.139337 3.139693 -0.605321
H: -2.059641 4.803791 0.352175
H: -3.678978 4.153646 -0.307938
H: 1.596647 3.985147 1.486067
H: 1.203417 3.977776 -0.103016
H: 4.418620 2.736035 1.214635
H: 4.710406 3.560164 -0.166355
H: 1.863969 3.231356 -1.990613
C: -2.684776 -0.890008 -5.103528
O: -1.413929 -1.283748 -4.604671
H: -3.333223 -1.765602 -5.144588
H: -3.126907 -0.143531 -4.438383
H: -2.573901 -0.475235 -6.108408
H: -0.861021 -0.492378 -4.578627
C: -5.758247 0.679512 -2.332238
O: -4.428245 0.829166 -1.855125
H: -6.023238 1.560199 -2.917744
H: -5.825195 -0.208686 -2.965264
H: -6.445058 0.587547 -1.486766
H: -4.219494 0.037728 -1.341505
C: 7.225616 -4.697407 1.578922
O: 5.815550 -4.592724 1.722557
H: 7.498995 -4.402630 0.565412
H: 7.719278 -4.034317 2.293699
H: 7.537780 -5.730094 1.751251
H: 5.601144 -4.858726 2.625985

Cartesian forces (eV/Å) of the 2 atoms listed first:
-0.613 -0.345 0.154
1.852 -1.600 1.222

## Properties
Maximum force ... 4.17 eV/A
Total charge ... +1
E_LUMO ... -4.17 eV
HOMO energy ... -11.843 eV
Relative energy (zero: lowest compared OMol25 entry of this formula, charge and spin) ... 0.0 kJ/mol

---

No. 5
Computed, not measured: a 2-piece molecular cluster, C9H11NOS overall at a distorted geometry, with wB97M-V/def2-TZVPD.

Element x y z (Å)
C: 0.682988 -1.303033 2.552044
C: -0.188669 -1.947297 1.823413
C: 1.456701 -0.180563 2.066772
C: -0.475654 -1.593628 0.385850
C: 1.280744 0.165618 0.749422
C: 0.415061 -0.485548 -0.175057
C: -2.185215 2.523860 0.504456
C: 1.177045 0.859538 -2.183957
C: 0.399020 -0.237350 -1.486260
N: -2.606267 2.741573 -0.582693
O: -1.865192 2.536746 1.594538
S: -0.841014 -1.189552 -2.370638
H: 0.734194 -1.643691 3.563801
H: -0.865284 -2.732578 2.103640
H: 2.202459 0.242266 2.737145
H: -0.480842 -2.336526 -0.375370
H: 1.908583 0.906202 0.290121
H: 2.159558 0.563194 -2.587423
H: 1.445955 1.627197 -1.499161
H: 0.504583 1.336593 -2.928378
H: -1.513312 -1.295769 0.521515
H: -2.423049 1.951777 -1.191356
H: -0.922393 -0.509030 -3.512423

Cartesian forces (eV/Å) of the 2 atoms listed first:
0.050 -0.024 1.297
-0.635 -1.013 -2.667

## Properties
Maximum force ... 3.56 eV/A
Structure (SMILES) ... C/C(S)=C1\C=CC=CC1.N=C=O
E_LUMO ... 0.31 eV
HOMO energy ... -7.573 eV
Relative energy (zero: lowest compared OMol25 entry of this formula, charge and spin) ... 211.0 kJ/mol

---

No. 6
Computed, not measured: a 3-piece molecular cluster, C5H18NO2 overall at a distorted geometry, with wB97M-V/def2-TZVPD.

Element x y z (Å)
C: 1.016500 -0.101936 -0.435592
C: 0.470590 -1.312708 0.360497
C: 1.405233 -2.486244 0.294074
C: -0.955649 -1.694254 -0.075156
C: -1.679766 -2.697375 0.789060
N: 0.694876 1.186117 0.262219
H: 2.076639 -0.272243 -0.596226
H: 0.522485 -0.029516 -1.403257
H: 0.287312 -0.899089 1.367536
H: 1.229487 -3.389511 0.855146
H: 2.460640 -2.233615 0.374144
H: 1.357485 -2.872613 -0.735758
H: -0.833770 -2.218425 -1.046082
H: -1.530013 -0.829303 -0.425088
H: -2.072060 -2.307457 1.739736
H: -0.997642 -3.473790 1.135439
H: -2.576943 -3.051206 0.282685
H: 0.852160 1.979210 -0.427499
H: 1.396565 1.284454 1.000551
H: -0.270756 1.183420 0.615507
H: 0.169578 3.262867 -2.114704
H: 1.658637 2.806903 -2.281456
O: 0.994582 3.082124 -1.635952
H: -2.070988 2.571948 1.530796
H: -2.477000 2.617483 0.131204
O: -1.689129 2.769171 0.664916

Cartesian forces (eV/Å) of the 2 atoms listed first:
-1.017 -1.028 -0.152
-1.355 1.085 0.985

## Properties
Maximum force ... 2.20 eV/A
Expectation value of S² ... 0.75
E_LUMO (alpha / beta) ... 0.64 / 0.61 eV
Spin multiplicity ... 2
HOMO energy (alpha / beta) ... -2.673 / -11.372 eV
Relative energy (zero: lowest compared OMol25 entry of this formula, charge and spin) ... 69.4 kJ/mol

---

Copy entry 6 word for word.
Computed, not measured: a 3-piece molecular cluster, C5H18NO2 overall at a distorted geometry, with wB97M-V/def2-TZVPD.

Element x y z (Å)
C: 1.016500 -0.101936 -0.435592
C: 0.470590 -1.312708 0.360497
C: 1.405233 -2.486244 0.294074
C: -0.955649 -1.694254 -0.075156
C: -1.679766 -2.697375 0.789060
N: 0.694876 1.186117 0.262219
H: 2.076639 -0.272243 -0.596226
H: 0.522485 -0.029516 -1.403257
H: 0.287312 -0.899089 1.367536
H: 1.229487 -3.389511 0.855146
H: 2.460640 -2.233615 0.374144
H: 1.357485 -2.872613 -0.735758
H: -0.833770 -2.218425 -1.046082
H: -1.530013 -0.829303 -0.425088
H: -2.072060 -2.307457 1.739736
H: -0.997642 -3.473790 1.135439
H: -2.576943 -3.051206 0.282685
H: 0.852160 1.979210 -0.427499
H: 1.396565 1.284454 1.000551
H: -0.270756 1.183420 0.615507
H: 0.169578 3.262867 -2.114704
H: 1.658637 2.806903 -2.281456
O: 0.994582 3.082124 -1.635952
H: -2.070988 2.571948 1.530796
H: -2.477000 2.617483 0.131204
O: -1.689129 2.769171 0.664916

Cartesian forces (eV/Å) of the 2 atoms listed first:
-1.017 -1.028 -0.152
-1.355 1.085 0.985

## Properties
Maximum force ... 2.20 eV/A
Expectation value of S² ... 0.75
E_LUMO (alpha / beta) ... 0.64 / 0.61 eV
Spin multiplicity ... 2
HOMO energy (alpha / beta) ... -2.673 / -11.372 eV
Relative energy (zero: lowest compared OMol25 entry of this formula, charge and spin) ... 69.4 kJ/mol

---

Q: Which of these has the highest maximum force?
A: C4H12N2O2